Entry from the Open Molecules 2025 dataset: one molecule with the formula C6H11NOS in a non-equilibrium geometry (the ωB97M-V functional and the def2-TZVPD basis).

As for the maximum force: 8.3 eV/Å. Its HOMO energy (spin up / spin down) is -5.08 / -9.83 eV. The multiplicity is 3. The calculation puts the energy relative to the best compared isomer or geometry (same formula, charge and spin) at 0.000 eV. As for the HOMO-LUMO gap (spin up / spin down): 5.76 / 7.99 eV.

```
20
Properties=species:S:1:pos:R:3:forces:R:3
S 1.0283 -0.8918 -0.7451 -1.2 1.2 -0.4
O -2.1158 0.3781 -2.7603 -0.5 -0.7 1.1
N -1.9713 -0.8019 -0.7464 -2.6 0.7 0.3
C -0.1259 1.5971 -0.0999 -4.9 5.8 -3.4
C -1.5218 -0.2857 -1.9220 1.7 0.2 -0.7
C -0.0631 -0.6396 -2.2487 1.4 1.0 -0.3
C 1.0924 -0.6944 2.3706 2.0 -1.0 -2.2
C 1.3560 0.5951 1.5689 -1.7 -1.1 -0.6
C 0.6671 0.5577 0.1980 4.3 -5.7 2.4
H -3.0028 -0.5281 -0.6043 2.4 -0.8 0.3
H -0.5230 1.9764 -1.0703 1.1 -0.5 0.5
H -0.0203 -0.8550 2.3886 1.3 -0.2 0.6
H -0.5268 2.1997 0.6777 -0.6 0.0 0.9
H -0.0566 -1.6228 -2.7444 0.1 0.4 0.0
H 2.3592 0.7655 1.3064 1.8 0.2 0.6
H 0.4121 0.1676 -2.9577 -1.1 -1.6 1.4
H 1.6716 -1.5098 1.7919 -1.5 0.6 0.9
H -1.3430 -1.1225 0.0329 -1.1 0.6 -1.5
H 0.9797 1.3095 2.2947 -0.1 1.1 -0.8
H 1.7041 -0.5950 3.2695 -1.0 -0.2 0.6
```
Positions in Å, forces in eV/Å.

These are the Mulliken partial charges, in e, on atoms 1 to 5: number 1, S, carries -0.06; number 2, O, carries -0.61; number 3, N, carries -0.31; number 4, C, carries -1.17; number 5, C, carries 0.20

---

Entry from the Open Molecules 2025 dataset: a 2-piece molecular cluster, C5H13N overall in a non-equilibrium geometry (the ωB97M-V functional and the def2-TZVPD basis).

As for the maximum force: 1.4 eV/Å. Its HOMO energy is -9.75 eV. The calculation puts the energy relative to the best compared isomer or geometry (same formula, charge and spin) at 1.273 eV. As for the SMILES: C=NC.CCC. As for the HOMO-LUMO gap: 10.90 eV.

```
19
Properties=species:S:1:pos:R:3:forces:R:3
N 0.6739 -2.3491 -0.5657 0.4 0.0 -0.7
C -0.4924 -2.3755 -0.1207 -0.6 -0.3 1.2
C 1.0749 1.2922 0.9160 0.4 -0.2 0.9
C -1.3268 1.5170 0.1918 0.0 -0.2 0.2
C -0.3655 1.4951 1.3637 0.4 0.3 -0.1
C 0.9085 -1.6747 -1.8309 -0.5 0.5 0.3
H -1.1573 2.3768 -0.4465 0.1 0.2 -0.1
H -2.3525 1.5512 0.5477 -0.2 0.0 -0.1
H 0.0471 -1.0858 -2.1756 -0.1 -0.2 -0.1
H 1.2417 0.3007 0.4972 -0.2 0.1 -0.6
H -0.6813 -2.9606 0.7800 0.1 0.1 0.1
H 1.7233 -0.9664 -1.7294 0.4 -0.1 0.0
H 1.4165 2.1059 0.2822 0.0 -0.2 -0.4
H 1.1527 -2.4386 -2.5590 0.2 0.0 -0.2
H 1.7582 1.2897 1.7722 -0.1 0.2 0.1
H -1.1722 0.6214 -0.4074 -0.2 -0.1 -0.1
H -0.4281 2.4449 1.8982 -0.1 0.0 0.1
H -0.6392 0.7108 2.0665 -0.1 -0.1 0.1
H -1.3815 -1.8550 -0.4804 0.1 0.2 -0.6
```
Positions in Å, forces in eV/Å.

These are the Mulliken partial charges, in e, on atoms 1 to 5: number 1, N, carries -0.38; number 2, C, carries -0.31; number 3, C, carries -0.96; number 4, C, carries -0.96; number 5, C, carries -0.23

---

Entry from the Open Molecules 2025 dataset: a 5-piece molecular cluster, CH14NO4 overall in a non-equilibrium geometry (the ωB97M-V functional and the def2-TZVPD basis).

Its net charge is +1. As for the maximum force: 1.3 eV/Å. Its HOMO energy is -15.22 eV. The calculation puts the energy relative to the best compared isomer or geometry (same formula, charge and spin) at 0.370 eV. As for the HOMO-LUMO gap: 12.39 eV.

```
20
Properties=species:S:1:pos:R:3:forces:R:3
O 1.7442 -1.9631 -0.1645 -0.1 0.0 -0.3
O -0.9637 -0.5804 -1.4118 0.1 0.0 0.0
O 2.1623 0.3074 1.3238 -0.1 -0.2 0.0
O -1.2059 1.7670 -2.9245 -0.2 0.1 -0.3
N -0.5673 -0.1475 1.3650 0.3 0.2 0.5
C -1.3328 0.6779 2.3644 -0.8 -0.4 -0.9
H 0.2705 0.3775 1.0865 0.2 0.0 0.0
H -1.0168 -0.4789 0.4888 -0.2 0.2 0.3
H -0.7189 -1.2690 -2.0372 -0.2 -0.1 0.0
H -1.6389 1.6108 1.8948 0.2 0.0 0.2
H 2.2565 -0.5670 0.9034 0.2 0.1 0.0
H -0.1850 -0.9317 1.8898 0.0 -0.3 -0.4
H 1.4550 -1.4957 -0.9595 0.0 0.0 0.1
H -1.7487 1.6329 -3.7119 0.0 0.0 0.1
H 3.0034 0.4976 1.7499 0.0 0.1 0.0
H -2.2262 0.1275 2.6584 0.1 0.0 0.0
H -1.1389 0.2090 -1.9575 0.1 0.1 0.1
H -0.8972 2.6760 -3.0166 0.1 -0.1 0.2
H -0.6919 0.8080 3.2159 0.2 0.3 0.3
H 2.2695 -2.6968 -0.5050 0.1 -0.1 0.2
```
Positions in Å, forces in eV/Å.

These are the Mulliken partial charges, in e, on atoms 1 to 5: number 1, O, carries -0.66; number 2, O, carries -0.70; number 3, O, carries -0.67; number 4, O, carries -0.66; number 5, N, carries -0.21

---

Question: Among the records above, which one has the highest energy relative to the best compared isomer or geometry (same formula, charge and spin)?
Answer: C5H13N

---

Copy entry 1 word for word.
Entry from the Open Molecules 2025 dataset: one molecule with the formula C6H11NOS in a non-equilibrium geometry (the ωB97M-V functional and the def2-TZVPD basis).

As for the maximum force: 8.3 eV/Å. Its HOMO energy (spin up / spin down) is -5.08 / -9.83 eV. The multiplicity is 3. The calculation puts the energy relative to the best compared isomer or geometry (same formula, charge and spin) at 0.000 eV. As for the HOMO-LUMO gap (spin up / spin down): 5.76 / 7.99 eV.

```
20
Properties=species:S:1:pos:R:3:forces:R:3
S 1.0283 -0.8918 -0.7451 -1.2 1.2 -0.4
O -2.1158 0.3781 -2.7603 -0.5 -0.7 1.1
N -1.9713 -0.8019 -0.7464 -2.6 0.7 0.3
C -0.1259 1.5971 -0.0999 -4.9 5.8 -3.4
C -1.5218 -0.2857 -1.9220 1.7 0.2 -0.7
C -0.0631 -0.6396 -2.2487 1.4 1.0 -0.3
C 1.0924 -0.6944 2.3706 2.0 -1.0 -2.2
C 1.3560 0.5951 1.5689 -1.7 -1.1 -0.6
C 0.6671 0.5577 0.1980 4.3 -5.7 2.4
H -3.0028 -0.5281 -0.6043 2.4 -0.8 0.3
H -0.5230 1.9764 -1.0703 1.1 -0.5 0.5
H -0.0203 -0.8550 2.3886 1.3 -0.2 0.6
H -0.5268 2.1997 0.6777 -0.6 0.0 0.9
H -0.0566 -1.6228 -2.7444 0.1 0.4 0.0
H 2.3592 0.7655 1.3064 1.8 0.2 0.6
H 0.4121 0.1676 -2.9577 -1.1 -1.6 1.4
H 1.6716 -1.5098 1.7919 -1.5 0.6 0.9
H -1.3430 -1.1225 0.0329 -1.1 0.6 -1.5
H 0.9797 1.3095 2.2947 -0.1 1.1 -0.8
H 1.7041 -0.5950 3.2695 -1.0 -0.2 0.6
```
Positions in Å, forces in eV/Å.

These are the Mulliken partial charges, in e, on atoms 1 to 5: number 1, S, carries -0.06; number 2, O, carries -0.61; number 3, N, carries -0.31; number 4, C, carries -1.17; number 5, C, carries 0.20

---

What did the first record say?
Entry from the Open Molecules 2025 dataset: one molecule with the formula C6H11NOS in a non-equilibrium geometry (the ωB97M-V functional and the def2-TZVPD basis).

As for the maximum force: 8.3 eV/Å. Its HOMO energy (spin up / spin down) is -5.08 / -9.83 eV. The multiplicity is 3. The calculation puts the energy relative to the best compared isomer or geometry (same formula, charge and spin) at 0.000 eV. As for the HOMO-LUMO gap (spin up / spin down): 5.76 / 7.99 eV.

```
20
Properties=species:S:1:pos:R:3:forces:R:3
S 1.0283 -0.8918 -0.7451 -1.2 1.2 -0.4
O -2.1158 0.3781 -2.7603 -0.5 -0.7 1.1
N -1.9713 -0.8019 -0.7464 -2.6 0.7 0.3
C -0.1259 1.5971 -0.0999 -4.9 5.8 -3.4
C -1.5218 -0.2857 -1.9220 1.7 0.2 -0.7
C -0.0631 -0.6396 -2.2487 1.4 1.0 -0.3
C 1.0924 -0.6944 2.3706 2.0 -1.0 -2.2
C 1.3560 0.5951 1.5689 -1.7 -1.1 -0.6
C 0.6671 0.5577 0.1980 4.3 -5.7 2.4
H -3.0028 -0.5281 -0.6043 2.4 -0.8 0.3
H -0.5230 1.9764 -1.0703 1.1 -0.5 0.5
H -0.0203 -0.8550 2.3886 1.3 -0.2 0.6
H -0.5268 2.1997 0.6777 -0.6 0.0 0.9
H -0.0566 -1.6228 -2.7444 0.1 0.4 0.0
H 2.3592 0.7655 1.3064 1.8 0.2 0.6
H 0.4121 0.1676 -2.9577 -1.1 -1.6 1.4
H 1.6716 -1.5098 1.7919 -1.5 0.6 0.9
H -1.3430 -1.1225 0.0329 -1.1 0.6 -1.5
H 0.9797 1.3095 2.2947 -0.1 1.1 -0.8
H 1.7041 -0.5950 3.2695 -1.0 -0.2 0.6
```
Positions in Å, forces in eV/Å.

These are the Mulliken partial charges, in e, on atoms 1 to 5: number 1, S, carries -0.06; number 2, O, carries -0.61; number 3, N, carries -0.31; number 4, C, carries -1.17; number 5, C, carries 0.20

---

Question: Which of these has the highest maximum force?
Answer: C6H11NOS